Formula: H30O15
Source: the Open Molecules 2025 dataset
Level of theory: wB97M-V/def2-TZVPD

Output
LUMO level (hartree): -0.021
Highest occupied orbital energy (eV): -9.632
E (eV): -31199.959
HOMO-LUMO gap (eV): 9.071
Energy above the lowest of the compared OMol25 structures with the same formula, charge and spin (kcal per mole): 39.4

```
! wB97M-V def2-TZVPD RIJCOSX def2/J DEFGRID3
* xyz 0 1
O 2.80 2.83 0.87
H 3.49 3.22 1.45
H 2.78 1.92 1.12
O -0.13 0.44 3.08
H -0.80 0.95 2.57
H 0.72 0.93 3.11
O 2.51 0.27 1.37
H 2.43 -0.62 1.06
H 2.98 0.09 2.18
O -1.10 2.87 -0.13
H -1.49 2.31 -0.79
H -0.23 3.01 -0.49
O -2.68 -0.13 0.69
H -2.69 -0.39 1.62
H -3.53 -0.39 0.35
O 2.90 0.74 -1.51
H 3.47 1.30 -2.00
H 2.08 0.76 -2.00
O 0.40 1.12 -2.90
H -0.50 1.14 -2.60
H 0.23 0.87 -3.80
O 1.07 -2.16 -2.06
H 1.05 -1.34 -1.66
H 0.43 -2.02 -2.76
O 2.33 -2.45 1.04
H 2.63 -3.33 1.29
H 1.40 -2.45 1.21
O -2.18 1.61 -2.20
H -2.67 1.03 -2.74
H -2.20 2.44 -2.61
O -0.13 -3.68 -0.32
H 0.39 -3.15 -0.91
H -0.30 -3.23 0.51
O -2.10 -1.69 -1.78
H -2.96 -1.36 -2.03
H -2.12 -1.99 -0.85
O -0.64 -2.17 1.88
H -0.38 -1.33 1.55
H -0.44 -2.20 2.81
O 0.02 -0.28 -0.16
H 0.63 0.43 -0.04
H -0.84 0.10 0.01
O -2.04 2.16 2.51
H -2.74 1.52 2.53
H -1.87 2.31 1.54
*
```

Formula: C3H10O2S
Source: the Open Molecules 2025 dataset
Level of theory: wB97M-V/def2-TZVPD

Output
LUMO level (hartree): 0.025
Highest occupied orbital energy (eV): -9.258
E (eV): -18202.023
HOMO-LUMO gap (eV): 9.927
Energy above the lowest of the compared OMol25 structures with the same formula, charge and spin (kcal per mole): 24.0
SMILES: OCCCS.O

```
! wB97M-V def2-TZVPD RIJCOSX def2/J DEFGRID3
* xyz 0 1
O 1.69 0.90 1.03
C 0.82 -0.30 1.25
C -0.71 -0.29 0.93
C -1.06 -0.29 -0.55
S -2.63 -1.15 -0.96
H 1.16 1.68 0.84
H 1.23 -1.16 0.55
H 0.94 -0.67 2.32
H -1.02 -1.19 1.45
H -1.32 0.63 1.48
H -0.28 -0.71 -1.33
H -1.20 0.71 -0.83
H -3.59 -0.32 -0.49
O 1.87 0.73 -2.28
H 1.79 -0.01 -1.61
H 2.32 1.46 -1.81
*
```

Formula: C3H6FO2S
Source: the Open Molecules 2025 dataset
Level of theory: wB97M-V/def2-TZVPD

Output
LUMO level (hartree): 0.147
Highest occupied orbital energy (eV): -3.095
E (eV): -20856.570
HOMO-LUMO gap (eV): 7.104
Energy above the lowest of the compared OMol25 structures with the same formula, charge and spin (kcal per mole): 0.0

```
! wB97M-V def2-TZVPD RIJCOSX def2/J DEFGRID3
* xyz -1 1
C -1.94 -0.82 -0.45
C 0.57 -0.44 0.26
C -0.36 -0.92 -0.79
O -0.15 1.49 -2.24
O 1.36 -0.38 -2.73
F -0.19 -2.29 -1.00
S -0.01 0.00 -2.49
H -2.45 -1.31 0.44
H -2.23 0.26 -0.50
H -2.41 -1.22 -1.33
H 1.54 -0.05 -0.16
H 0.88 -1.28 0.93
H 0.07 0.27 0.87
*
```

Q: Which value of highest occupied orbital energy does entry 2 give?
A: -9.258 eV

Q: Which of these has the highest energy above the lowest of the compared OMol25 structures with the same formula, charge and spin?
A: H30O15

Q: Number 1 is which compound?
A: H30O15

Q: Among the records above, which one has the lowest E?
A: H30O15